C23H21F6HoN3O4S2Sb | wB97M-V/def2-TZVPD

Element x y z (Å)
Ho  0.36702  0.53983  -0.04570
C  0.58424  3.00060  -2.69076
N  -0.48347  2.15862  -2.08851
C  -1.03026  1.26363  -3.12324
C  -0.01405  0.22172  -3.55459
N  0.02020  -0.90250  -2.62287
C  1.28382  -1.65817  -2.76898
C  -1.07516  -1.82782  -2.82853
C  -1.41121  -2.26437  -4.10773
C  -2.40513  -3.20927  -4.30908
C  -3.07350  -3.74613  -3.21203
C  -2.74117  -3.33251  -1.93472
C  -1.73635  -2.36882  -1.71001
S  -1.35190  -1.87669  -0.10323
C  -1.45804  3.01463  -1.46942
C  -2.71982  3.19604  -2.00348
C  -3.62634  4.05891  -1.39485
C  -3.26460  4.77182  -0.25861
C  -1.99979  4.60937  0.27494
C  -1.08308  3.70993  -0.29048
S  0.41656  3.37727  0.50732
H  0.18884  3.50712  -3.57718
H  1.44192  2.39534  -2.95901
H  0.92832  3.73671  -1.97722
H  -1.33390  1.84322  -4.00415
H  -1.91526  0.76101  -2.72830
H  0.98513  0.64598  -3.57964
H  -0.24849  -0.09382  -4.57245
H  1.36594  -2.09402  -3.77266
H  1.29463  -2.46416  -2.03734
H  2.13643  -1.00711  -2.60127
H  -0.88336  -1.87546  -4.97250
H  -2.64841  -3.52969  -5.31628
H  -3.84878  -4.49045  -3.35866
H  -3.25255  -3.73818  -1.06883
H  -3.02329  2.65932  -2.89193
H  -4.61590  4.17189  -1.81870
H  -3.97014  5.44265  0.21436
H  -1.70798  5.12942  1.17902
O  -3.08659  1.27781  2.51988
C  -2.07573  0.87287  1.96832
O  -1.63492  1.14671  0.79500
C  -1.18741  -0.12523  2.71171
C  -1.54854  -0.73504  3.89849
C  -0.71237  -1.70697  4.42141
C  0.44980  -2.05640  3.74521
C  0.72798  -1.40342  2.56424
N  -0.06123  -0.45013  2.08491
C  1.96628  -1.71920  1.76962
O  2.88168  -2.28920  2.27189
O  1.91835  -1.27403  0.45615
H  -2.47718  -0.44194  4.36962
H  -0.96955  -2.20574  5.34818
H  1.12904  -2.81690  4.10393
F  2.00260  0.85212  -1.26438
Sb  3.58308  -0.05096  0.05724
F  4.02557  -0.23972  -1.76750
F  4.54572  -1.66712  0.01183
F  4.33593  1.63402  -0.20014
F  2.18928  1.03711  1.21202
F  4.41097  0.05949  1.73501

**M**: 868.250 g mol⁻¹
**Frontier orbital gap (spin up / spin down)**: 6.6158 / 3.7922 eV
**Spin multiplicity**: 6
**LUMO energy (spin up / spin down)**: 0.08343 / -0.02028 Ha
**Total charge**: -1
**ΔE to the lowest compared entry with this formula, charge and spin**: 26.2 kcal per mole

C23H21IN5O2PPb | wB97M-V/def2-TZVPD

Element x y z (Å)
Pb  -0.44824  0.65020  -1.57037
I  -2.21586  -2.08688  -2.41196
C  -0.71580  -3.49361  -2.80079
C  -1.02942  -4.75449  -2.44472
C  -0.42812  -5.86796  -3.11519
C  0.42200  -5.70815  -4.19674
C  0.91803  -4.45807  -4.47770
C  1.98631  -4.29048  -5.43000
C  2.92849  -3.37325  -5.17550
C  2.85590  -2.62660  -3.92098
C  1.74551  -2.53259  -3.16153
P  2.06160  -1.51186  -1.69803
C  3.47871  -2.19158  -0.88381
C  3.64727  -3.59013  -0.85030
C  4.71654  -4.13595  -0.16455
C  5.63331  -3.30036  0.47339
C  5.48249  -1.92044  0.42540
C  4.40790  -1.35906  -0.24776
C  2.30855  0.21941  -2.17031
C  2.50135  0.65850  -3.47988
C  2.64199  2.01840  -3.75487
C  2.59942  2.95115  -2.72844
C  2.42822  2.53083  -1.40766
C  2.28280  1.17822  -1.12318
C  0.44579  -3.19253  -3.74771
H  -1.85374  -4.96599  -1.77465
H  -0.72738  -6.86832  -2.81575
H  0.75430  -6.56760  -4.76669
H  2.07697  -4.99966  -6.24606
H  3.79857  -3.26011  -5.80965
H  3.77914  -2.15543  -3.59358
H  2.96429  -4.24683  -1.37893
H  4.85562  -5.20870  -0.14076
H  6.47889  -3.73062  0.99475
H  6.21151  -1.27840  0.90164
H  4.32391  -0.28145  -0.29416
H  2.54116  -0.04613  -4.29963
H  2.78877  2.34535  -4.77644
H  2.71465  4.00520  -2.94864
H  2.43684  3.25532  -0.60247
H  2.21328  0.86125  -0.08618
N  -1.22021  -0.09397  0.77862
N  -0.62219  -1.31210  1.14745
C  0.40490  -1.84263  0.44545
N  1.01433  -2.88565  0.98795
N  0.70843  -1.29960  -0.74179
N  -0.03176  -0.96760  -4.54352
O  -0.06150  -2.41345  -4.83786
O  -0.37753  -0.37384  -5.45507
H  -1.01985  0.60733  1.49596
H  -2.23364  -0.22154  0.77672
H  -0.85094  -1.67852  2.06403
H  0.80857  -3.18615  1.93184
H  1.84240  -3.28089  0.56300

**M**: 764.532 g mol⁻¹
**Frontier orbital gap**: 6.1681 eV
**LUMO energy**: -0.53074 Ha
**Total charge**: +4
**ΔE to the lowest compared entry with this formula, charge and spin**: 0.0 kcal per mole

C23H21IN8O3S6SbTc | wB97M-V/def2-TZVPD

Element x y z (Å)
Tc  1.25637  0.52944  0.69776
N  1.50151  1.34858  2.78578
N  0.86030  0.51002  3.71459
C  0.58286  -0.77282  3.40922
N  0.21859  -1.60019  4.36301
N  0.67776  -1.08796  2.10013
N  0.65729  -2.40068  1.69015
O  0.25239  -3.24956  2.42869
O  1.06882  -2.56508  0.57162
H  2.50151  1.42604  3.01032
H  1.09522  2.28835  2.84013
H  0.89687  0.77041  4.69661
H  0.23674  -1.33897  5.33978
H  0.00936  -2.57441  4.13584
S  -3.77667  2.79158  2.81485
C  -5.39093  3.20875  3.08982
C  -6.26771  2.51027  2.27965
C  -5.62078  1.62191  1.42018
C  -4.24263  1.62590  1.56373
C  -3.27234  0.86303  0.83472
C  -1.88782  0.97245  1.12777
N  -0.94781  0.38199  0.42053
C  -1.30965  -0.41586  -0.60786
C  -2.66581  -0.68493  -0.92431
C  -2.94792  -1.61420  -1.97357
C  -1.95000  -2.23441  -2.65207
C  -0.57675  -1.95371  -2.37328
C  0.49160  -2.61331  -2.99013
C  1.79349  -2.27056  -2.63035
C  1.97059  -1.22266  -1.71039
N  0.98952  -0.62526  -1.06753
C  -0.27293  -1.00080  -1.37005
C  2.95499  -2.97988  -3.13138
C  3.13868  -3.73031  -4.23466
C  4.45036  -4.32631  -4.35079
C  5.27366  -4.05151  -3.33545
S  4.44772  -3.08866  -2.08438
C  -3.64457  -0.01720  -0.19080
H  -5.64449  3.95464  3.82240
H  -7.33580  2.64560  2.31969
H  -6.15908  1.00016  0.72810
H  -1.56914  1.58263  1.96039
H  -3.97975  -1.81816  -2.21341
H  -2.18022  -2.95438  -3.42213
H  0.29648  -3.40366  -3.69885
H  2.96454  -0.88239  -1.47155
H  2.39869  -3.86750  -5.00769
H  4.73366  -4.93142  -5.20007
H  6.28660  -4.36786  -3.17674
H  -4.68365  -0.17275  -0.43842
S  4.38622  2.00505  -1.12364
Sb  5.50814  -0.05832  0.03433
S  3.45814  -0.46717  1.19347
S  2.48324  2.10920  -0.67477
S  5.33477  -1.23653  -2.30517
N  -0.34213  3.52685  -1.17145
C  0.02560  3.67431  0.08984
O  0.30626  2.72658  0.84686
C  0.16863  5.08277  0.59693
I  2.28334  5.51093  0.26536
H  -0.34015  2.61053  -1.59616
H  -0.51340  4.32370  -1.77058
H  -0.01808  5.17089  1.66546
H  -0.42033  5.80681  0.03994

**M**: 996.540 g mol⁻¹
**Frontier orbital gap (spin up / spin down)**: 2.5440 / 2.5476 eV
**LUMO energy (spin up / spin down)**: -0.52948 / -0.52935 Ha
**Total charge**: +4
**ΔE to the lowest compared entry with this formula, charge and spin**: 11.1 kcal per mole

C23H21IrN12 | wB97M-V/def2-TZVPD

Element x y z (Å)
Ir  1.08904  0.24467  0.36221
C  -0.93178  3.10184  0.40506
N  -1.13324  1.65642  0.51404
C  -2.10157  1.21107  -0.48691
C  -1.62311  1.30795  1.84717
C  -1.44372  -0.15690  2.13133
C  -2.41614  -0.87141  2.82022
C  -2.18811  -2.18921  3.18547
C  -0.96683  -2.77646  2.89277
C  -0.00247  -2.06408  2.19017
C  -0.24258  -0.76216  1.75730
H  -1.87701  3.64040  0.56283
H  -0.54434  3.34805  -0.58098
H  -0.20895  3.43892  1.14559
H  -3.08064  1.67919  -0.31574
H  -2.22094  0.12743  -0.43337
H  -1.76217  1.49101  -1.48287
H  -2.67661  1.59916  1.95900
H  -1.04003  1.86796  2.58208
H  -3.35118  -0.38588  3.07940
H  -2.95182  -2.74742  3.71271
H  -0.75220  -3.78755  3.21735
H  0.96328  -2.52000  2.02798
N  3.26052  1.63626  2.79104
C  3.35702  0.28738  2.59927
N  4.03262  -0.54013  3.37795
N  3.87458  -1.74954  2.82516
N  3.14817  -1.67490  1.76378
N  2.78048  -0.38889  1.58761
C  2.83148  2.51016  1.82991
N  3.05195  3.81584  1.85551
N  2.50189  4.28164  0.72909
N  1.98517  3.32144  0.04479
N  2.14983  2.16556  0.72306
H  3.71579  2.02371  3.59965
C  -0.15170  2.35047  -3.45801
C  0.56447  2.04494  -2.29749
N  0.57970  0.82947  -1.77262
C  -0.08751  -0.16006  -2.41635
C  -0.90065  0.07776  -3.53632
C  -0.91266  1.37934  -4.06227
C  -1.67269  -1.00419  -4.06762
C  -1.57231  -2.25410  -3.56268
C  -0.64631  -2.55185  -2.51373
C  -0.38591  -3.84968  -2.04016
C  0.59904  -4.03689  -1.10331
C  1.29129  -2.92912  -0.60531
N  1.01054  -1.69396  -0.97362
C  0.08382  -1.50010  -1.93917
H  -0.11662  3.35583  -3.85283
H  1.10776  2.80693  -1.74748
H  -1.50441  1.60476  -4.94085
H  -2.35148  -0.79787  -4.88613
H  -2.17731  -3.05929  -3.96072
H  -0.94032  -4.68937  -2.44044
H  0.85475  -5.02529  -0.74905
H  2.10207  -3.03928  0.10652

**M**: 657.722 g mol⁻¹
**Frontier orbital gap (spin up / spin down)**: 6.0933 / 6.0344 eV
**Spin multiplicity**: 5
**LUMO energy (spin up / spin down)**: -0.04152 / -0.07102 Ha
**ΔE to the lowest compared entry with this formula, charge and spin**: 0.0 kcal per mole

C23H21N3 | wB97M-V/def2-TZVPD

Element x y z (Å)
C  -1.32022  -2.53192  2.41456
C  -0.29231  -1.64007  2.52600
C  1.08004  -2.02710  2.50814
N  2.20011  -2.37263  2.49595
C  -0.51072  -0.28331  2.88273
N  -0.67233  0.82784  3.22444
C  -2.71290  -2.12959  2.50727
C  -3.19450  -0.92818  1.93594
C  -4.54598  -0.59014  2.00580
C  -5.44512  -1.40028  2.71230
C  -4.97565  -2.57096  3.32867
C  -3.64385  -2.95062  3.19054
H  -1.11749  -3.60204  2.34014
H  -2.49323  -0.26470  1.42216
H  -4.89704  0.31605  1.50929
H  -6.49829  -1.12483  2.77481
H  -5.66028  -3.18930  3.91122
H  -3.27088  -3.86739  3.65580
C  3.03983  -1.33532  -3.58731
C  1.62186  -1.58671  -4.13460
C  0.66387  -0.72725  -3.29951
N  1.51846  0.12253  -2.49009
C  0.97982  1.01043  -1.62655
C  -0.32982  1.02116  -1.18719
C  -0.55646  2.05600  -0.12183
C  0.83262  2.69418  -0.01430
C  1.70593  2.10923  -0.93558
C  3.00193  2.60035  -1.08418
C  3.45325  3.58708  -0.20111
C  2.60478  4.11825  0.77896
C  1.27369  3.67246  0.86300
C  2.91158  -0.27805  -2.48578
H  3.48538  -2.25124  -3.19240
H  3.69707  -0.94676  -4.36975
H  1.53867  -1.27261  -5.17902
H  1.34860  -2.64273  -4.06885
H  0.00798  -0.10088  -3.92245
H  0.00610  -1.34411  -2.66560
H  -1.11179  0.36723  -1.56991
H  -1.32741  2.79209  -0.40534
H  -0.85623  1.62291  0.84419
H  3.63587  2.23462  -1.88424
H  4.47748  3.93818  -0.29405
H  2.97854  4.88140  1.46376
H  0.59880  4.08388  1.61630
H  3.20717  -0.67132  -1.49711
H  3.56306  0.57419  -2.69522

**Structure (SMILES)**: C1=C(N2CCCC2)c2ccccc2C1.N#CC(C#N)=Cc1ccccc1
**M**: 339.442 g mol⁻¹
**Frontier orbital gap**: 6.0665 eV
**LUMO energy**: -0.04058 Ha
**ΔE to the lowest compared entry with this formula, charge and spin**: 57.0 kcal per mole

C23H21N3O2 | wB97M-V/def2-TZVPD

Element x y z (Å)
C  -4.86543  -2.57623  -0.19321
H  -4.35572  -2.73573  -1.14870
O  -5.49405  -1.31573  -0.14864
C  -4.71643  -0.20296  -0.21827
C  -3.33386  -0.21324  -0.34350
C  -2.62368  0.98241  -0.39322
C  -3.29468  2.19087  -0.32480
C  -4.67709  2.20221  -0.21248
C  -5.38597  1.02161  -0.15690
H  -6.46023  1.01504  -0.06338
H  -5.20377  3.14345  -0.16229
H  -2.74162  3.11712  -0.35959
C  -1.12559  0.91845  -0.49586
N  -0.57040  0.31303  0.72131
N  0.57359  -0.46009  0.48327
C  1.79350  0.12828  0.27760
N  2.85517  -0.54546  -0.01015
C  2.79085  -1.90491  -0.07536
C  3.95149  -2.63235  -0.37246
C  3.90450  -4.00426  -0.43701
C  2.70929  -4.69093  -0.21276
C  1.55881  -3.99641  0.07674
C  1.58868  -2.60124  0.15204
C  0.38489  -1.84419  0.42738
O  -0.73558  -2.29998  0.60033
H  0.62017  -4.50018  0.25299
H  2.69269  -5.76900  -0.26706
H  4.80154  -4.56194  -0.66363
H  4.86636  -2.08742  -0.54259
C  1.91990  1.59102  0.36156
C  2.74538  2.23038  -0.56041
C  2.93055  3.60273  -0.52269
C  2.28498  4.33570  0.46829
C  1.48298  3.70515  1.40220
C  1.29403  2.33564  1.35650
H  0.67166  1.84825  2.08908
H  1.00030  4.28439  2.17540
H  2.42030  5.40711  0.50942
C  3.79942  4.29359  -1.52891
H  3.19041  4.90432  -2.19539
H  4.34890  3.57252  -2.12789
H  4.50954  4.95199  -1.03185
H  3.23931  1.63212  -1.31082
H  -1.25670  -0.34551  1.10268
H  -0.69679  1.91940  -0.60410
H  -0.84742  0.32625  -1.38124
H  -2.79229  -1.14585  -0.39801
H  -4.14768  -2.70011  0.62310
H  -5.66511  -3.30729  -0.08580

**Structure (SMILES)**: COc1cccc(CNn2c(-c3cccc(C)c3)nc3ccccc3c2=O)c1
**M**: 371.440 g mol⁻¹
**Frontier orbital gap**: 8.7547 eV
**LUMO energy**: 0.01040 Ha
**ΔE to the lowest compared entry with this formula, charge and spin**: 5.6 kcal per mole